1.
Below is C18H24CaN2O4S6Sb2 as an isolated structure, with properties calculated with ωB97M-V with the def2-TZVPD basis set.

M = 808.4 g/mol
HOMO energy = -1.9 eV
Calculated total energy = -4658.25987 a.u.

Geometry as ORCA input:
```
! wB97M-V def2-TZVPD RIJCOSX def2/J DEFGRID3
* xyz -2 1
Ca -0.50 0.12 -0.40
O -0.86 -0.56 3.33
C -0.90 -0.10 2.20
O 0.11 0.35 1.53
C -2.14 -0.05 1.32
O -2.96 0.87 1.39
O -2.11 -0.94 0.40
C -1.05 -4.66 0.86
Sb 0.28 -2.93 0.94
C 1.95 -4.15 0.26
C 0.67 -3.30 3.09
C 2.07 -3.67 3.40
C 2.41 -5.02 3.52
C 3.70 -5.45 3.79
C 4.70 -4.50 3.94
C 4.38 -3.15 3.84
C 3.09 -2.70 3.56
C 2.84 -1.24 3.45
Sb 2.92 -0.51 1.37
C 2.98 1.57 1.98
C 5.12 -0.58 1.37
H -0.56 -5.52 1.33
H -1.29 -4.90 -0.18
H -1.97 -4.44 1.39
H 2.00 -5.11 0.79
H 2.89 -3.62 0.43
H 1.84 -4.34 -0.81
H -0.02 -4.10 3.35
H 0.36 -2.39 3.59
H 1.61 -5.76 3.42
H 3.92 -6.50 3.87
H 5.72 -4.81 4.14
H 5.16 -2.41 3.99
H 3.62 -0.67 3.96
H 1.86 -0.94 3.81
H 3.76 1.73 2.71
H 2.00 1.82 2.39
H 3.16 2.19 1.10
H 5.52 -0.10 2.26
H 5.50 -0.06 0.49
H 5.46 -1.61 1.34
S 2.48 4.20 -6.08
C 1.85 3.34 -4.81
S 0.61 3.92 -3.77
C 0.46 2.51 -2.72
C 1.29 1.47 -3.01
S 1.42 -0.07 -2.25
S 2.37 1.75 -4.38
S -0.72 2.61 -1.46
N -3.09 1.36 -3.55
C -3.62 0.32 -2.88
N -3.85 0.48 -1.56
S -4.11 -1.07 -3.69
H -2.55 2.05 -3.03
H -2.80 1.18 -4.50
H -3.44 1.25 -1.05
H -3.98 -0.35 -1.01
*
```

Atomic partial charges in e from the Löwdin method, atoms 1 to 4: number 1, Ca, carries 0.910; number 2, O, carries 0.029; number 3, C, carries -0.662; number 4, O, carries -0.356


2.
Below is C18H24CrI2N2O3RhS2 as an isolated structure, with properties calculated with ωB97M-V with the def2-TZVPD basis set.

M = 789.2 g/mol
HOMO energy (alpha / beta) = -21.0 / -21.3 eV
Calculated total energy = -3580.62261 a.u.

Geometry as ORCA input:
```
! wB97M-V def2-TZVPD RIJCOSX def2/J DEFGRID3
* xyz 4 8
I 0.98 0.10 3.48
I 4.27 1.30 1.00
Cr 2.41 1.14 -0.55
Rh -0.23 0.52 0.68
S 1.11 2.29 0.82
S 1.78 -0.87 0.23
C -1.85 1.31 0.36
C 0.53 4.08 0.78
C 1.91 -2.41 -0.83
C 1.76 4.98 0.87
C -0.22 4.25 -0.52
C -0.36 4.18 2.02
C 3.40 -2.61 -1.10
C 1.07 -2.15 -2.05
C 1.34 -3.51 0.07
C 2.44 2.60 -1.86
C 2.85 0.64 -2.38
O -2.91 1.81 0.25
O 2.72 3.48 -2.57
O 3.40 0.45 -3.41
H 2.36 4.91 -0.06
H 2.41 4.70 1.71
H 1.43 6.02 1.00
H 0.44 4.11 -1.37
H -0.64 5.26 -0.54
H -1.04 3.53 -0.60
H -1.24 3.53 1.91
H -0.71 5.21 2.19
H 0.18 3.85 2.92
H 3.56 -3.62 -1.50
H 3.98 -2.51 -0.17
H 3.77 -1.86 -1.81
H 0.97 -3.09 -2.62
H 1.53 -1.38 -2.68
H 0.07 -1.79 -1.77
H 1.53 -4.52 -0.34
H 0.26 -3.37 0.16
H 1.78 -3.46 1.08
N -2.19 -2.89 2.16
C -1.27 -1.92 2.10
N -1.39 -1.23 1.00
C -2.46 -1.77 0.27
C -3.13 -1.44 -0.91
C -4.28 -2.16 -1.28
C -4.79 -3.23 -0.48
C -4.09 -3.57 0.70
C -2.98 -2.82 1.03
H -2.30 -3.60 2.88
H -0.64 -1.66 2.95
H -2.72 -0.62 -1.49
H -4.80 -1.94 -2.22
H -5.67 -3.80 -0.81
H -4.32 -4.43 1.33
*
```

Atomic partial charges in e from the Löwdin method, atoms 1 to 4: number 1, I, carries 0.791; number 2, I, carries 0.995; number 3, Cr, carries -0.425; number 4, Rh, carries 0.504


3.
Below is C18H24CrN8OSe as an isolated structure, with properties calculated with ωB97M-V with the def2-TZVPD basis set.

M = 499.4 g/mol
HOMO energy (alpha / beta) = -9.6 / -9.4 eV
Calculated total energy = -4659.32392 a.u.

Geometry as ORCA input:
```
! wB97M-V def2-TZVPD RIJCOSX def2/J DEFGRID3
* xyz 1 2
Cr -0.08 0.31 -0.67
N -0.70 -1.56 -1.69
C -1.16 -1.30 -3.08
C -0.74 0.08 -3.56
N -1.04 1.09 -2.55
C -2.50 1.33 -2.45
C -3.13 0.70 -1.23
N -2.22 0.83 -0.07
C -0.34 2.36 -2.81
C -0.28 3.22 -1.56
N 0.28 2.45 -0.42
H -1.38 -2.18 -1.26
H 0.19 -2.03 -1.69
H -0.76 -2.04 -3.77
H -2.25 -1.41 -3.10
H 0.33 0.08 -3.74
H -1.25 0.33 -4.50
H -2.67 2.41 -2.41
H -3.00 0.98 -3.36
H -4.09 1.19 -1.04
H -3.33 -0.36 -1.37
H -2.27 1.78 0.29
H -2.57 0.25 0.68
H 0.67 2.10 -3.14
H -0.84 2.92 -3.61
H 0.31 4.11 -1.76
H -1.28 3.56 -1.29
H 1.30 2.53 -0.44
H -0.01 2.88 0.46
Se 3.10 -2.70 5.99
N 3.71 -1.57 4.76
C 2.77 -1.42 3.87
C 2.89 -0.56 2.68
C 4.04 0.15 2.36
C 4.04 0.87 1.18
C 2.90 0.87 0.39
N 1.78 0.24 0.71
C 1.79 -0.48 1.82
C 0.55 -1.23 2.06
N -0.41 -1.06 1.13
C -1.50 -1.79 1.32
C -1.73 -2.66 2.37
C -0.75 -2.81 3.34
C 0.42 -2.08 3.16
C 1.55 -2.16 4.11
N 1.53 -2.90 5.18
H 4.90 0.10 3.01
H 4.92 1.42 0.85
H 2.90 1.35 -0.58
H -2.28 -1.70 0.57
H -2.66 -3.20 2.43
H -0.86 -3.46 4.19
O 1.22 0.19 -1.74
*
```

Atomic partial charges in e from the Löwdin method, atoms 1 to 4: number 1, Cr, carries 0.628; number 2, N, carries -0.015; number 3, C, carries -0.178; number 4, C, carries -0.190


4.
Below is C18H24GdN6O3SSe as an isolated structure, with properties calculated with ωB97M-V with the def2-TZVPD basis set.

M = 640.7 g/mol
HOMO energy (alpha / beta) = -8.7 / -10.7 eV
Calculated total energy = -4819.47594 a.u.

Geometry as ORCA input:
```
! wB97M-V def2-TZVPD RIJCOSX def2/J DEFGRID3
* xyz 1 8
Gd 1.10 0.48 -0.17
N 1.21 8.79 0.75
C 1.29 7.45 0.58
C 0.98 6.86 -0.66
C 1.03 5.50 -0.83
C 1.41 4.71 0.25
C 1.73 5.26 1.49
C 1.67 6.62 1.65
S 1.45 2.98 0.17
O 1.15 2.49 -1.20
O 2.71 2.42 0.62
N 0.37 2.22 1.09
C -0.91 2.33 0.60
N -1.45 1.16 0.20
C -2.72 1.22 -0.23
C -3.43 2.40 -0.31
C -2.73 3.55 0.03
N -1.49 3.52 0.48
H 1.05 9.40 -0.04
H 1.53 9.21 1.60
H 0.69 7.50 -1.49
H 0.80 5.04 -1.78
H 2.02 4.60 2.30
H 1.92 7.07 2.61
H -3.17 0.28 -0.51
H -4.45 2.42 -0.65
H -3.18 4.54 -0.06
C -0.71 -2.45 -1.10
C -1.13 -2.21 0.34
O -0.13 -1.43 1.01
H -1.39 -3.16 -1.56
H 0.29 -2.85 -1.13
H -1.66 -0.89 -2.14
H -1.24 -3.18 0.84
H -2.09 -1.69 0.38
H -0.30 -1.47 1.95
Se 2.04 -1.12 -2.07
C 0.25 -0.49 -2.42
N -0.73 -1.20 -1.88
C 5.85 -1.36 -0.14
C 5.42 -0.10 0.63
C 5.55 1.14 -0.28
C 6.23 0.07 1.92
C 4.01 -0.26 0.96
N 2.89 -0.43 1.16
H 6.88 -1.25 -0.45
H 5.23 -1.50 -1.03
H 5.76 -2.25 0.48
H 6.57 1.20 -0.65
H 5.32 2.05 0.27
H 4.87 1.08 -1.13
H 7.27 0.22 1.67
H 6.14 -0.82 2.55
H 5.87 0.93 2.49
*
```

Atomic partial charges in e from the Löwdin method, atoms 1 to 4: number 1, Gd, carries 1.228; number 2, N, carries 0.132; number 3, C, carries -0.299; number 4, C, carries -0.012


5.
Below is C18H24ILuN4OS as an isolated structure, with properties calculated with ωB97M-V with the def2-TZVPD basis set.

M = 646.4 g/mol
HOMO energy (alpha / beta) = 1.7 / 3.0 eV
Calculated total energy = -2925.80498 a.u.

Geometry as ORCA input:
```
! wB97M-V def2-TZVPD RIJCOSX def2/J DEFGRID3
* xyz -2 1
C 2.63 2.07 -2.17
I 2.94 -1.44 -1.54
H 2.72 3.07 -2.64
H 2.43 1.31 -2.96
H 3.56 1.76 -1.64
C 1.41 -1.27 3.12
C 2.30 -0.24 3.19
N 2.27 0.39 1.96
C 1.30 -0.12 1.18
N 0.86 -1.24 1.85
H 1.12 -2.02 3.85
H 2.98 0.10 3.95
C -1.42 -0.84 -4.60
C -0.23 0.07 -2.90
N -0.79 -1.09 -3.39
H -1.65 1.12 -5.65
N -0.63 1.03 -3.76
H -1.89 -1.64 -5.17
Lu 0.34 -0.16 -0.75
C 1.52 2.10 -1.20
O 0.94 2.91 -0.52
C -1.30 0.49 -4.84
C -0.38 2.45 -3.55
H -1.03 3.00 -4.24
H 0.66 2.72 -3.75
H -0.61 2.76 -2.52
C -0.81 -2.37 -2.70
H -0.77 -3.20 -3.42
H -1.73 -2.51 -2.10
H 0.05 -2.49 -2.02
C -0.11 -2.20 1.34
H 0.32 -3.21 1.39
H -0.40 -2.03 0.28
H -1.05 -2.20 1.92
C 3.09 1.51 1.53
H 3.51 1.32 0.53
H 3.90 1.61 2.25
H 2.52 2.44 1.47
S -1.70 0.94 0.45
C -2.04 0.21 2.00
C -3.10 -0.71 2.08
C -3.44 -1.27 3.31
C -2.73 -0.93 4.47
C -1.67 -0.02 4.39
C -1.33 0.56 3.17
H -3.63 -0.95 1.16
H -4.28 -1.96 3.36
H -3.02 -1.36 5.43
H -1.12 0.25 5.28
H -0.52 1.29 3.11
*
```

Atomic partial charges in e from the Löwdin method, atoms 1 to 4: number 1, C, carries -0.230; number 2, I, carries -0.306; number 3, H, carries 0.049; number 4, H, carries 0.026